DFT (wB97M-V/def2-TZVPD) results for a structure of composition C43H48N4O6P2Se2Ti.

CARTESIAN COORDINATES (ANGSTROEM)
Ti1 -1.483 0.928 -1.214
C1 -4.663 0.649 -0.205
C2 -3.769 0.925 1.022
O1 -2.548 1.571 0.633
C3 -2.442 2.934 1.062
C4 -1.054 3.419 0.630
O2 -0.827 3.059 -0.727
C5 -0.993 4.087 -1.698
C6 -2.438 4.105 -2.216
O3 -2.838 2.746 -2.311
C7 -4.217 2.561 -2.612
C8 -4.417 1.047 -2.568
O4 -3.833 0.564 -1.365
H1 -5.409 1.438 -0.333
H2 -5.171 -0.312 -0.067
H3 -3.485 -0.018 1.500
H4 -4.305 1.542 1.745
H5 -2.537 2.998 2.154
H6 -3.236 3.539 0.600
H7 -0.279 2.917 1.225
H8 -0.949 4.500 0.782
H9 -0.297 3.836 -2.505
H10 -0.732 5.065 -1.282
H11 -2.484 4.596 -3.196
H12 -3.106 4.636 -1.522
H13 -4.477 2.983 -3.590
H14 -4.828 3.058 -1.843
H15 -3.858 0.556 -3.374
H16 -5.472 0.777 -2.640
Se1 3.820 1.452 3.221
P1 2.674 -0.252 2.787
C9 1.530 -0.674 4.149
C10 1.447 -1.942 4.711
C11 0.658 -2.146 5.831
C12 -0.021 -1.088 6.412
C13 0.079 0.184 5.866
C14 0.848 0.388 4.737
C15 3.655 -1.727 2.400
C16 4.410 -2.270 3.438
C17 5.254 -3.334 3.182
C18 5.367 -3.832 1.893
C19 4.644 -3.264 0.855
C20 3.787 -2.207 1.105
C21 1.629 0.072 1.336
C22 0.410 -0.368 0.806
N1 0.129 0.500 -0.211
N2 1.109 1.386 -0.285
N3 1.987 1.155 0.622
P2 -0.618 -1.835 0.940
Se2 -2.111 -1.617 -0.620
C23 0.469 -3.275 0.771
C24 0.863 -3.669 -0.504
C25 1.742 -4.727 -0.646
C26 2.230 -5.387 0.473
C27 1.841 -4.985 1.741
C28 0.957 -3.934 1.897
C29 -1.439 -1.873 2.554
C30 -1.713 -0.675 3.207
C31 -2.488 -0.683 4.352
C32 -2.973 -1.882 4.853
C33 -2.701 -3.074 4.199
C34 -1.951 -3.074 3.038
H17 2.024 -2.757 4.303
H18 0.598 -3.134 6.263
H19 -0.607 -1.253 7.303
H20 -0.423 1.020 6.332
H21 0.968 1.382 4.322
H22 4.345 -1.845 4.431
H23 5.835 -3.764 3.983
H24 6.040 -4.651 1.694
H25 4.759 -3.632 -0.153
H26 3.235 -1.749 0.294
H27 0.466 -3.157 -1.373
H28 2.048 -5.038 -1.632
H29 2.903 -6.222 0.360
H30 2.223 -5.486 2.617
H31 0.638 -3.635 2.883
H32 -1.297 0.252 2.824
H33 -2.714 0.242 4.859
H34 -3.564 -1.885 5.756
H35 -3.084 -4.005 4.590
H36 -1.762 -3.996 2.508
C35 2.452 2.649 -3.173
N4 2.980 1.619 -4.029
C36 3.761 2.142 -5.122
C37 2.037 0.573 -4.363
C38 0.818 1.075 -5.105
C39 0.853 1.301 -6.479
C40 -0.233 1.831 -7.155
C41 -1.398 2.130 -6.466
C42 -1.458 1.919 -5.102
C43 -0.354 1.417 -4.420
H37 3.275 3.259 -2.805
H38 1.949 2.192 -2.319
H39 1.747 3.314 -3.701
H40 4.585 2.715 -4.703
H41 3.191 2.802 -5.789
H42 4.177 1.326 -5.708
H43 1.729 0.095 -3.425
H44 2.553 -0.167 -4.980
H45 1.748 1.049 -7.027
H46 -0.174 2.011 -8.217
H47 -2.259 2.521 -6.986
H48 -2.366 2.136 -4.559
O5 -0.399 1.250 -3.028
O6 -1.222 0.102 -2.696

Properties
**Net charge**: +2
**Energy relative to the best compared isomer or geometry (same formula, charge and spin)**: 83.5 kJ/mol
**Highest occupied orbital energy**: -11.6 eV
**Total energy**: -235985.6032 eV